(1)
# C36H29Cl3F56O7

8 unconnected molecules or ions with the total composition C36H29Cl3F56O7 at a distorted geometry (ωB97M-V/def2-TZVPD, the Open Molecules 2025 dataset).

Its structure (SMILES) is FC(F)C(F)(F)COC(F)(F)C(F)F.FC(F)C(F)(F)COC(F)(F)C(F)F.FC(F)C(F)(F)COC(F)(F)C(F)F.FC(F)C(F)(F)COC(F)(F)C(F)F.FC(F)C(F)(F)COC(F)(F)C(F)F.FC(F)C(F)(F)COC(F)(F)C(F)F.FC(F)C(F)(F)COC(F)(F)C(F)F.ClC(Cl)Cl. Its spin multiplicity is 1. Its electronic energy is -241874.4144 eV. The orbital gap is 11.39 eV. The LUMO energy is 0.27 eV.

Each line ends with the Mulliken charge.
Cartesian coordinates (Å):
F  4.487  -7.717  7.269  -0.27
C  8.134  6.647  3.808  0.27
F  -4.535  8.422  3.345  -0.28
H  8.443  6.503  0.303  0.48
H  8.439  -6.012  -0.635  0.38
F  -6.392  -7.259  -11.158  -0.28
C  -0.303  0.324  -0.599  -0.99
C  3.468  -7.556  6.485  0.92
F  12.246  6.330  1.033  -0.25
C  2.244  -8.378  6.800  0.29
C  -4.409  11.403  0.127  0.94
C  0.813  -6.578  -9.618  0.09
C  7.137  -3.930  -2.079  0.98
H  5.778  -8.771  -2.545  0.26
O  9.514  5.587  2.057  -0.36
H  1.348  -6.145  -8.773  0.27
F  0.156  0.609  1.715  -0.29
F  -10.052  3.158  5.592  -0.26
F  8.451  7.868  3.275  -0.27
F  3.889  -7.862  5.308  -0.32
H  -2.342  11.235  -0.662  0.19
C  -4.609  9.795  3.408  0.99
F  9.718  4.302  -0.459  -0.28
C  8.329  5.500  2.768  0.76
F  7.198  -8.118  -0.418  -0.32
H  -6.372  9.994  2.063  0.38
C  -8.164  3.677  1.534  0.68
H  9.721  7.295  0.841  0.39
F  -7.381  1.452  0.871  -0.28
C  -6.068  -7.776  -9.960  0.10
H  -8.293  -6.984  -6.785  0.46
C  -3.258  10.391  3.528  0.15
C  -7.031  -7.511  -8.904  0.99
C  -10.335  4.165  2.914  -0.77
C  4.374  -2.681  6.456  0.08
F  -3.960  12.449  0.834  -0.26
H  1.121  2.975  1.134  0.25
F  -3.191  11.614  3.936  -0.25
H  11.645  4.534  1.164  0.21
F  1.822  0.738  0.410  -0.29
F  7.224  5.515  2.024  -0.29
F  0.589  3.130  -0.827  -0.25
C  0.392  2.629  0.401  0.14
H  -9.054  4.744  5.316  0.22
C  -6.573  -6.650  -5.395  0.96
C  4.072  -5.280  6.139  -1.02
H  1.325  -7.990  6.360  0.19
C  -7.356  -7.468  -6.506  -0.96
H  7.925  -2.920  -3.612  0.22
C  -8.066  2.114  1.843  0.27
F  -6.025  -5.671  -6.117  -0.29
F  -3.417  10.034  -1.705  -0.22
F  6.066  -3.494  -4.222  -0.23
H  -10.868  4.494  2.022  0.39
F  -5.343  9.945  4.580  -0.32
H  8.898  6.429  4.554  0.21
O  -6.479  -7.709  -7.625  -0.36
C  10.271  5.467  -0.215  1.04
C  6.855  -7.274  -1.427  1.06
F  -9.199  1.502  1.989  -0.21
F  -5.537  -7.336  -4.843  -0.29
F  1.917  -8.260  8.075  -0.26
F  -12.161  5.005  4.177  -0.31
H  -0.208  0.846  -1.551  0.49
C  6.540  -8.017  -2.745  0.10
C  -10.107  4.472  5.381  0.17
F  -5.616  11.726  -0.359  -0.28
F  8.344  4.364  3.447  -0.28
F  -1.129  -1.669  -2.633  -0.28
H  5.044  -2.283  5.694  0.28
C  -5.416  10.498  2.207  -0.76
F  2.335  -9.677  6.620  -0.25
F  5.804  -6.618  -0.951  -0.26
O  3.042  -6.235  6.299  -0.40
C  9.405  6.256  0.753  -0.97
F  12.585  4.838  -0.524  -0.28
H  4.723  -5.341  7.011  0.44
C  -7.456  -6.140  -4.255  0.12
H  8.809  -6.577  -2.168  0.41
F  -5.704  -9.044  -10.109  -0.23
H  -5.193  -7.133  -9.873  0.21
C  0.229  -3.230  -1.757  0.14
Cl  -0.369  -7.650  -8.931  -0.11
F  10.170  6.205  -1.372  -0.32
C  11.689  5.292  0.383  0.19
C  6.904  -2.994  -3.240  0.21
F  -0.732  3.110  0.950  -0.26
F  8.072  -3.498  -1.245  -0.32
F  2.330  -3.810  6.649  -0.31
H  -7.433  2.054  2.728  0.23
H  -2.686  10.278  2.607  0.17
F  -0.499  -3.992  -0.918  -0.26
F  -7.332  -6.243  -8.946  -0.29
H  1.196  -3.342  -1.267  0.15
Cl  2.051  -7.363  -10.648  -0.13
F  -8.213  -8.151  -9.124  -0.28
O  7.615  -5.105  -2.539  -0.41
C  -3.374  11.178  -1.009  0.13
F  5.879  -7.286  -3.631  -0.24
F  -10.569  5.011  6.524  -0.28
F  3.261  -3.728  4.623  -0.30
C  7.963  -6.191  -1.599  -1.04
F  -6.993  4.325  1.430  -0.25
C  0.523  1.047  0.480  0.97
O  -8.872  4.258  2.650  -0.35
F  6.092  -4.241  -1.378  -0.29
C  3.503  -3.850  5.960  1.05
H  -1.349  0.469  -0.331  0.35
F  6.998  6.724  4.402  -0.24
H  4.828  -5.502  5.386  0.38
F  -8.867  4.016  0.416  -0.30
F  -8.614  -5.627  -4.701  -0.26
H  -7.587  -8.449  -6.092  0.39
O  -4.634  10.259  1.006  -0.40
H  -6.990  -5.379  -3.629  0.26
Cl  -0.041  -5.259  -10.351  -0.12
F  6.516  -1.794  -2.708  -0.25
F  -2.430  9.748  4.393  -0.31
F  7.589  -8.546  -3.322  -0.26
F  -3.238  12.317  -1.746  -0.26
H  -5.605  11.553  2.406  0.37
O  -0.101  -1.105  -0.645  -0.34
H  -10.671  3.138  3.056  0.38
F  0.969  -1.194  -2.703  -0.25
F  3.550  -1.756  6.928  -0.26
F  -7.909  -7.136  -3.477  -0.26
F  0.372  -3.995  -2.840  -0.27
C  -10.847  4.988  4.099  0.94
F  -10.537  6.270  3.934  -0.29
C  0.002  -1.699  -1.944  0.97
F  5.155  -3.034  7.470  -0.26

***

(2)
# C36H29Cl3GaIN7PSSi

A molecular structure, C36H29Cl3GaIN7PSSi (ωB97M-V/def2-TZVPD, the Open Molecules 2025 dataset).

Its net charge is +2. The energy above the lowest of the compared OMol25 structures with the same formula, charge and spin is 0.00 kJ/mol. Its spin multiplicity is 1. Its electronic energy is -174273.7454 eV. The orbital gap is 7.24 eV. The LUMO energy is -5.65 eV.

Each line ends with the Mulliken charge.
Cartesian coordinates (Å):
H  2.957  4.834  -1.498  0.44
N  -3.363  -0.009  1.060  0.18
C  -1.076  0.412  -4.105  0.31
H  -1.176  2.360  -3.401  0.07
C  1.729  2.582  0.708  -1.10
H  1.876  -0.404  7.555  0.42
C  4.781  -0.216  2.564  -1.29
I  -1.073  -0.024  3.587  0.30
C  -1.329  2.271  -0.823  1.12
N  -5.950  -2.730  0.275  -0.28
C  2.668  -3.703  -0.631  -0.99
P  1.206  -0.106  0.750  1.18
C  2.115  -0.219  3.596  0.31
C  3.165  -0.355  5.857  -0.99
H  -0.390  1.825  -5.563  0.44
H  4.081  -0.410  6.433  0.42
C  -0.573  0.779  -5.339  -0.81
C  3.270  -0.288  4.445  0.90
N  -1.544  -0.039  -1.313  0.04
H  5.412  -0.343  4.590  0.44
C  3.663  -0.153  1.721  -0.71
C  -1.300  -0.922  -3.810  0.62
C  0.885  -0.197  4.326  0.56
C  0.800  -0.264  5.687  -0.89
H  -8.420  -2.167  0.484  0.20
H  -6.539  -3.523  0.085  0.23
C  -1.381  4.575  -0.218  -0.89
C  -0.305  -0.200  -6.290  -0.66
C  -1.484  4.184  1.100  -0.83
C  4.576  -0.290  3.903  -0.86
Cl  -3.038  -3.361  2.039  -0.37
H  2.580  -4.500  -2.621  0.45
C  1.782  1.424  -0.073  0.89
S  -2.031  -1.370  -2.272  -0.09
C  -4.483  -0.338  1.022  0.77
H  1.402  -2.520  -3.541  0.57
N  -5.740  -0.516  1.027  -0.73
H  3.843  -0.096  0.655  0.43
H  -1.233  3.898  -2.235  0.48
C  -1.300  3.596  -1.199  -0.72
H  -0.165  -0.252  6.175  0.46
H  -1.527  2.491  2.420  0.26
H  3.103  2.789  -2.882  0.55
H  -1.372  5.623  -0.490  0.48
C  1.668  -2.561  -2.491  -1.47
N  -1.333  1.409  -3.116  -0.08
H  -1.566  4.905  1.902  0.47
C  1.961  -0.350  6.477  -0.96
N  -1.392  1.887  0.458  0.38
C  -1.474  2.829  1.395  -0.28
Cl  0.217  -3.215  2.455  -0.21
Ga  -1.401  -0.346  0.733  -0.03
C  1.706  -1.510  -0.310  0.84
Cl  -1.016  -4.182  -0.398  -0.25
C  -1.004  -1.901  -4.743  -0.80
C  2.147  3.801  0.203  -0.63
C  2.364  -0.172  2.178  1.29
H  3.174  -4.568  -0.220  0.46
C  2.329  -3.667  -1.976  -0.91
H  -0.308  -2.302  -6.731  0.44
C  -6.467  -1.566  0.677  0.69
C  2.363  -2.632  0.196  -0.99
H  -1.172  -2.945  -4.501  0.44
H  0.839  -0.641  -2.081  0.33
C  1.348  -1.498  -1.662  0.08
Si  -1.267  -2.803  1.081  0.75
H  -4.967  -2.904  0.406  0.01
H  2.638  -2.677  1.242  0.54
H  2.123  4.682  0.832  0.50
C  2.621  3.884  -1.101  -0.78
H  1.401  2.520  1.740  0.37
C  -0.519  -1.538  -5.994  -0.65
N  -7.788  -1.423  0.723  -0.37
H  -8.166  -0.536  1.011  0.24
H  5.778  -0.210  2.147  0.48
C  2.287  1.508  -1.368  -0.22
C  2.698  2.738  -1.879  -0.75
H  2.394  0.623  -1.980  0.51
C  -1.392  1.143  -1.804  0.82
H  0.076  0.090  -7.261  0.43

***

(3)
# C36H29F4OSi

2 unconnected molecules or ions with the total composition C36H29F4OSi at a distorted geometry (ωB97M-V/def2-TZVPD, the Open Molecules 2025 dataset).

Its net charge is +1. The energy above the lowest of the compared OMol25 structures with the same formula, charge and spin is 36.41 kJ/mol. Its spin multiplicity is 1. Its electronic energy is -58589.6578 eV. The orbital gap is 3.73 eV. The LUMO energy is -6.75 eV.

Each line ends with the Mulliken charge.
Cartesian coordinates (Å):
H  4.005  -4.285  -3.682  0.40
C  -2.049  -2.235  7.209  0.25
C  -1.225  1.802  2.986  -1.22
C  0.110  -0.735  -0.119  0.81
C  2.834  1.783  -1.146  0.04
H  5.235  4.036  -2.054  0.38
H  3.665  -4.072  -6.141  0.39
C  -2.158  -1.385  6.113  -0.81
H  -2.419  -1.466  1.688  0.20
H  -2.576  -1.928  -0.023  0.39
F  -1.415  3.807  1.719  -0.32
C  -0.583  0.593  0.020  1.64
H  3.002  -2.634  -2.122  0.38
H  -3.699  4.183  2.962  0.53
F  -4.842  2.665  4.787  -0.30
O  1.136  -0.931  -0.949  -0.58
F  -3.093  -2.291  8.108  -0.28
C  2.071  -1.493  -3.699  0.37
C  -0.446  1.810  -3.160  -0.19
H  4.998  2.796  -4.206  0.39
C  4.530  3.214  -2.139  -0.56
C  -3.055  1.135  4.431  -1.03
C  -2.021  0.151  0.233  -0.60
Si  1.417  -0.246  -2.498  -0.53
H  2.313  -2.169  -7.032  0.40
C  -1.818  0.778  3.807  1.24
H  0.296  2.513  -2.765  0.51
H  2.242  1.484  -0.274  0.20
C  3.405  -3.473  -4.082  -0.65
C  3.473  1.473  -3.461  -0.38
H  0.938  -2.018  4.775  0.51
H  -0.458  1.298  -0.805  -0.25
C  -3.168  3.274  3.224  -0.65
C  -1.133  -0.470  3.977  0.07
C  3.751  2.836  -1.042  -0.55
C  -2.614  1.400  -4.173  -0.55
H  3.374  0.936  -4.408  0.35
C  -1.051  -0.428  -3.841  -0.35
C  -0.148  0.440  -3.216  0.92
C  2.458  -2.290  -5.961  -0.79
H  -2.965  -0.637  -4.796  0.41
H  -0.410  -0.733  3.200  0.32
H  -3.535  0.457  5.125  0.65
C  2.839  -2.547  -3.200  -0.46
H  -0.212  1.128  0.914  -0.86
C  -1.936  2.945  2.659  0.77
H  1.309  -0.520  -5.489  0.44
C  -1.687  2.279  -3.608  -0.75
C  -0.553  -1.708  0.588  -1.33
H  -0.895  -3.726  8.300  0.51
H  -1.912  3.339  -3.522  0.44
C  0.073  -2.086  5.434  -0.70
C  2.676  1.110  -2.361  0.43
H  3.846  3.354  -0.094  0.40
H  -0.139  -2.693  0.826  0.50
H  -2.536  0.789  0.961  0.11
H  -3.582  1.767  -4.512  0.40
C  -1.976  -1.335  0.689  -0.63
C  3.216  -3.351  -5.463  -0.47
F  1.276  -3.604  6.818  -0.28
H  -2.549  0.198  -0.729  0.40
H  -0.195  1.683  2.641  0.66
C  -0.936  -3.039  7.462  -0.55
C  1.888  -1.356  -5.084  0.08
C  -3.670  2.346  4.137  0.16
C  4.393  2.522  -3.345  -0.64
C  -2.279  0.054  -4.310  -0.68
H  -0.781  -1.479  -3.979  0.43
H  -3.061  -0.804  5.996  0.53
C  0.120  -2.903  6.556  0.20
C  -1.106  -1.306  5.145  0.73

***

(4)
# C36H29F4Si

A gas-phase ion, C36H29F4Si (charge +1) at a distorted geometry (ωB97M-V/def2-TZVPD, the Open Molecules 2025 dataset).

Its net charge is +1. The energy above the lowest of the compared OMol25 structures with the same formula, charge and spin is 93.50 kJ/mol. Its spin multiplicity is 1. Its electronic energy is -56541.1514 eV. The orbital gap is 5.94 eV. The LUMO energy is -5.55 eV.

Each line ends with the natural charge from an NBO analysis.
Cartesian coordinates (Å):
H  6.885  -0.180  -0.729  0.23
H  0.749  0.418  -2.620  0.26
C  3.815  1.552  0.946  -0.22
H  3.594  -0.356  5.768  0.23
C  0.200  5.421  -4.560  0.43
H  0.329  -0.912  -0.634  0.28
C  2.746  -0.477  5.088  -0.19
H  -0.053  0.091  0.884  0.33
C  0.356  -0.767  4.724  -0.21
H  2.650  -2.086  -1.617  0.19
H  -2.201  0.179  -1.925  0.20
H  2.957  2.026  1.417  0.20
H  6.932  2.267  -0.208  0.23
C  3.750  0.189  0.618  -0.48
H  3.034  -4.452  -2.281  0.23
H  -3.437  -1.844  -2.448  0.23
H  -1.126  4.850  -1.011  0.24
C  2.823  -5.212  -0.245  -0.18
H  -0.667  -0.865  5.105  0.23
F  -4.651  -0.063  -7.189  -0.31
H  1.291  2.151  -2.622  0.33
C  0.128  6.505  -3.717  -0.32
C  0.660  -0.085  0.042  -0.95
C  6.015  0.302  -0.265  -0.19
Si  2.196  -0.743  0.972  1.72
C  -1.575  1.646  -3.371  -0.19
H  1.174  2.096  -0.067  0.23
H  1.269  -0.577  6.665  0.23
H  3.971  -0.395  3.310  0.23
C  6.045  1.676  0.021  -0.19
H  -0.268  -0.956  2.657  0.20
C  -2.340  0.585  -2.954  -0.13
C  2.604  -4.888  1.100  -0.20
H  2.595  -5.671  1.865  0.23
C  -4.879  -1.717  -5.547  -0.34
H  2.228  -3.294  2.515  0.23
C  4.953  2.308  0.637  -0.21
H  3.007  -6.244  -0.534  0.23
C  0.897  1.192  -0.687  0.30
H  -1.589  1.908  -4.437  0.22
C  2.408  -2.541  0.489  -0.55
C  2.640  -2.876  -0.861  -0.14
C  -0.622  2.380  -2.476  -0.19
C  2.400  -3.551  1.468  -0.17
H  -3.107  1.176  -5.516  0.23
C  -3.243  -0.182  -3.821  -0.06
C  1.876  -0.659  2.820  -0.45
C  0.635  1.376  -2.072  -0.57
F  -0.561  7.325  -1.611  -0.32
C  -4.376  -0.506  -5.930  0.44
H  0.014  3.309  -4.870  0.23
F  0.774  5.620  -5.797  -0.31
C  -0.421  6.255  -2.478  0.43
C  -0.718  4.952  -2.003  -0.27
F  -5.042  -3.362  -3.843  -0.32
C  -0.082  4.099  -4.146  -0.29
C  2.959  -0.502  3.703  -0.22
H  0.426  7.532  -4.032  0.27
H  -5.499  -2.335  -6.208  0.27
C  1.443  -0.588  5.591  -0.19
C  4.871  -0.441  0.053  -0.21
H  -1.093  2.403  -1.456  0.23
C  -4.578  -2.152  -4.283  0.42
C  -0.549  3.836  -2.856  -0.03
H  4.858  -1.508  -0.161  0.23
C  -3.731  -1.445  -3.414  -0.26
C  -3.527  0.261  -5.127  -0.28
C  0.573  -0.808  3.338  -0.23
H  4.970  3.378  0.886  0.23
C  2.849  -4.213  -1.228  -0.23